Molecular formula: C20H36CeN6O2S2
Method: DFT, wB97M-V/def2-TZVPD

Geometry as XYZ:
```
67
Properties=species:S:1:pos:R:3:forces:R:3
Ce 0.521 0.616 0.115 -1.4 1.2 1.8
N -0.001 -1.968 0.233 0.2 -0.7 -0.1
C -0.898 -2.576 1.213 -0.1 0.0 0.4
C -0.665 -1.973 2.608 -0.1 -0.1 -0.4
N -0.555 -0.501 2.655 -0.1 0.1 -0.1
C -1.851 0.194 2.762 -0.3 -0.1 -0.3
C -2.839 -0.014 1.615 0.2 0.0 0.4
N -2.292 0.430 0.321 0.0 0.1 -0.2
C 0.259 -0.083 3.820 0.4 0.3 0.0
C 1.344 0.938 3.465 -0.3 -0.1 0.2
N 2.162 0.421 2.360 0.1 0.1 0.0
H -0.208 -2.337 -0.696 0.2 0.1 0.2
H 0.969 -2.232 0.435 -0.3 0.0 -0.2
H -0.744 -3.660 1.310 -0.1 0.1 0.0
H -1.924 -2.431 0.875 0.1 0.0 0.0
H 0.290 -2.379 2.950 -0.1 0.1 0.1
H -1.451 -2.340 3.285 0.1 0.0 0.0
H -1.628 1.265 2.819 0.0 0.0 0.1
H -2.369 -0.103 3.686 0.1 0.1 0.0
H -3.749 0.540 1.879 0.1 -0.1 -0.1
H -3.115 -1.065 1.561 -0.1 0.1 -0.1
H -2.585 1.392 0.155 0.1 -0.1 -0.1
H -2.709 -0.113 -0.434 0.1 0.1 0.1
H 0.754 -0.956 4.254 -0.1 0.0 0.0
H -0.376 0.344 4.604 0.1 -0.1 0.0
H 1.926 1.127 4.378 -0.1 0.1 -0.2
H 0.903 1.886 3.137 0.0 0.0 0.1
H 2.590 -0.457 2.652 0.0 0.2 -0.2
H 2.929 1.067 2.165 -0.1 -0.2 0.0
O 3.578 0.565 -4.443 0.1 0.0 -0.1
C 4.419 0.323 -3.430 0.1 0.0 0.1
C 5.789 0.331 -3.707 0.0 0.0 -0.1
C 6.714 0.080 -2.718 -0.1 0.0 -0.1
C 6.299 -0.172 -1.416 0.0 -0.1 0.3
C 4.954 -0.186 -1.130 0.1 0.0 0.0
C 3.994 0.056 -2.117 -0.1 0.0 0.2
C 2.576 -0.038 -1.717 0.4 -0.1 -1.9
O 2.296 -0.442 -0.537 0.6 -0.8 0.5
N 1.682 0.248 -2.646 0.6 0.3 0.0
N 0.329 0.129 -2.320 -0.1 -0.3 -0.3
C -0.397 0.027 -3.377 0.1 0.0 -0.3
S -2.144 -0.019 -3.302 0.0 0.1 -0.2
C -2.354 -0.541 -5.044 0.0 -0.1 0.3
C -1.271 0.121 -5.864 0.3 0.1 0.2
S 0.320 -0.066 -4.979 -0.5 0.0 0.1
H 2.665 0.554 -4.084 0.1 0.1 0.1
H 6.097 0.537 -4.720 0.0 0.0 -0.1
H 7.768 0.078 -2.956 0.1 0.0 -0.1
H 7.023 -0.363 -0.637 0.0 0.0 0.0
H 4.603 -0.395 -0.129 0.1 0.0 0.0
H -3.351 -0.240 -5.362 0.0 0.0 0.0
H -2.273 -1.626 -5.078 0.0 0.0 -0.1
H -1.455 1.186 -5.998 -0.1 -0.1 0.0
H -1.171 -0.359 -6.836 0.0 0.0 0.0
C 0.530 5.463 -0.764 0.1 -0.3 -0.4
C 0.308 3.969 -1.032 0.1 0.0 0.4
C -1.192 3.678 -1.125 0.4 0.0 -0.1
C 1.000 3.105 0.057 0.0 0.2 -0.3
H 0.139 6.067 -1.579 -0.1 0.2 -0.1
H 1.593 5.676 -0.677 0.1 0.0 0.0
H 0.045 5.768 0.161 -0.1 0.0 0.1
H 0.752 3.740 -2.012 0.0 0.0 0.1
H -1.673 3.862 -0.163 -0.1 -0.1 0.1
H -1.356 2.635 -1.429 -0.2 0.0 0.0
H -1.665 4.327 -1.858 -0.2 0.0 -0.1
H 0.792 3.630 1.012 0.1 -0.2 0.0
H 2.085 3.262 -0.118 -0.1 -0.1 0.3
```
Forces are in eV/Å.

Results
⟨S²⟩: 0.751
LUMO level (alpha / beta): -2.318 / -2.313 eV
net charge: +1
F_max: 2.5 eV/Å
ΔE to the lowest compared entry with this formula, charge and spin: 74.7 kJ/mol
2S+1: 2
E: -68955.6203 eV
highest occupied orbital energy (alpha / beta): -9.89 / -9.86 eV

How is the electron density shared among the atoms? According to Löwdin, the charges in e are: Ce 1.207; N -0.046; C -0.217; C -0.156; N -0.196; C -0.182; C -0.213; N -0.014; C -0.175; C -0.223; N -0.020; H 0.108; H 0.098; H 0.127; H 0.099; H 0.121; H 0.139; H 0.133; H 0.135; H 0.130; H 0.102; H 0.084; H 0.061; H 0.123; H 0.128; H 0.129; H 0.114; H 0.107; H 0.109; O 0.054; C -0.256; C -0.001; C -0.066; C -0.084; C -0.027; C -0.070; C -0.430; O -0.225; N 0.001; N -0.180; C -0.878; S 0.934; C -0.491; C -0.487; S 1.016; H 0.018; H 0.121; H 0.110; H 0.103; H 0.108; H 0.086; H 0.082; H 0.085; H 0.088; C -0.096; C -0.530; C -0.098; C -0.323; H 0.071; H 0.076; H 0.076; H 0.125; H 0.081; H 0.036; H 0.081; H 0.034; H 0.043